# 1
Density functional theory data (ωB97M-V/def2-TZVPD) for 2 unconnected molecules or ions with the total composition C3H7NO2.

XYZ file:
```
13
Properties=species:S:1:pos:R:3
N -1.713 -1.364 -0.666
C -0.681 -0.463 -0.753
O -0.532 0.254 -1.731
C 0.201 1.244 0.611
C 1.449 0.492 0.583
O 1.305 -0.779 0.936
H -1.557 -2.197 -0.116
H -2.198 -1.509 -1.545
H -0.455 1.111 1.468
H 0.070 2.141 0.008
H 2.037 0.697 -0.331
H 1.919 1.124 1.401
H 0.154 -0.751 0.136
```

Summary:
**HOMO level (alpha / beta)**: -8.81 / -8.82 eV
**Gap between HOMO and LUMO (alpha / beta)**: 7.7 / 7.7 eV
**Relative energy (zero: lowest compared OMol25 entry of this formula, charge and spin)**: 121.4 kcal/mol

=====

# 2
Density functional theory data (ωB97M-V/def2-TZVPD) for a gas-phase ion, C4H9N3OP (charge +1) at a distorted geometry.

XYZ file:
```
18
Properties=species:S:1:pos:R:3
C -1.274 1.455 0.418
N -0.477 0.197 0.268
C -0.800 -0.921 -0.308
N -2.056 -1.329 -0.496
N 0.310 -1.779 -0.493
C 1.496 -1.175 0.091
O 2.609 -1.667 0.172
C 1.018 0.275 0.454
P 1.732 1.597 -0.812
H -0.553 2.315 0.379
H -2.120 1.335 -0.244
H -1.552 1.502 1.509
H -2.270 -2.336 -0.747
H -2.837 -0.788 -0.299
H 0.373 -2.757 -0.473
H 1.291 0.706 1.396
H 2.938 0.803 -0.866
H 2.171 2.565 0.051
```

Summary:
**HOMO level**: -13.67 eV
**Charge**: +1
**Gap between HOMO and LUMO**: 10.1 eV
**SMILES**: CN1C(=[NH2+])NC(=O)[C@H]1P
**Relative energy (zero: lowest compared OMol25 entry of this formula, charge and spin)**: 0.0 kcal/mol

=====

# 3
Density functional theory data (ωB97M-V/def2-TZVPD) for 8 unconnected molecules or ions with the total composition C72H152N8O8 at a distorted geometry.

XYZ file:
```
240
Properties=species:S:1:pos:R:3
C 0.850 -1.962 0.045
C 0.655 -0.402 0.136
C 2.028 0.319 0.570
C 0.223 -0.092 -1.290
C -0.212 1.298 -1.333
C -1.451 1.498 -0.542
C -1.234 1.159 0.946
C -0.601 2.456 1.590
C -2.646 1.055 1.662
N -0.546 -0.117 1.055
O -0.152 -0.383 2.356
H 1.070 -2.390 1.023
H 0.022 -2.558 -0.338
H 1.704 -2.159 -0.604
H 2.286 0.262 1.628
H 2.863 -0.158 0.057
H 2.024 1.356 0.234
H 1.068 -0.391 -1.911
H -0.525 -0.839 -1.556
H 0.593 1.960 -1.014
H -0.546 1.682 -2.297
H -2.337 0.920 -0.803
H -1.721 2.541 -0.706
H 0.446 2.407 1.291
H -0.396 2.362 2.656
H -0.995 3.434 1.314
H -2.345 0.889 2.697
H -3.227 0.175 1.389
H -3.313 1.910 1.555
H -0.885 -0.930 2.648
C 1.761 4.579 5.134
C 3.194 4.160 4.728
C 3.735 5.141 3.707
C 4.067 4.421 6.007
C 5.545 3.860 5.772
C 5.590 2.376 5.520
C 4.575 2.089 4.324
C 5.311 2.197 3.003
C 4.141 0.582 4.625
N 3.320 2.796 4.343
O 2.482 2.452 3.309
H 1.017 4.254 4.406
H 1.381 4.081 6.025
H 1.767 5.669 5.131
H 3.038 5.130 2.869
H 3.814 6.205 3.933
H 4.642 4.749 3.246
H 3.997 5.464 6.316
H 3.761 3.775 6.830
H 6.017 4.395 4.948
H 6.193 4.084 6.619
H 5.478 1.889 6.489
H 6.620 2.217 5.200
H 4.641 2.241 2.145
H 5.980 1.338 2.955
H 5.813 3.165 2.991
H 3.630 0.030 3.836
H 3.662 0.584 5.604
H 5.037 -0.032 4.712
H 1.952 1.752 3.697
C -5.414 0.121 -3.540
C -4.885 1.093 -4.648
C -4.373 0.424 -5.884
C -6.119 1.918 -5.076
C -5.733 3.355 -5.600
C -4.735 4.059 -4.673
C -3.394 3.316 -4.462
C -2.444 3.507 -5.680
C -2.800 3.883 -3.206
N -3.726 1.887 -4.168
O -2.715 1.187 -3.681
H -4.841 -0.698 -3.106
H -5.823 0.577 -2.638
H -6.162 -0.452 -4.087
H -3.373 -0.010 -5.845
H -5.094 -0.308 -6.247
H -4.165 1.093 -6.719
H -6.660 1.398 -5.866
H -6.717 2.065 -4.177
H -5.344 3.294 -6.617
H -6.628 3.959 -5.746
H -5.178 4.218 -3.690
H -4.471 5.036 -5.077
H -2.887 3.093 -6.586
H -1.518 2.940 -5.585
H -2.198 4.556 -5.844
H -3.424 3.675 -2.337
H -2.715 4.966 -3.299
H -1.773 3.606 -2.971
H -2.786 1.267 -2.727
C -0.484 -2.380 -7.878
C -0.335 -3.144 -6.531
C 1.045 -3.809 -6.618
C -0.199 -2.012 -5.525
C -0.300 -2.549 -4.151
C -1.694 -3.159 -3.951
C -1.981 -4.310 -4.846
C -1.094 -5.474 -4.402
C -3.432 -4.697 -4.664
N -1.569 -3.953 -6.252
O -1.722 -5.073 -7.110
H -1.282 -1.657 -7.710
H 0.294 -1.637 -8.056
H -0.572 -2.805 -8.878
H 1.804 -3.209 -7.120
H 1.329 -4.375 -5.731
H 0.772 -4.580 -7.339
H 0.809 -1.598 -5.484
H -0.881 -1.171 -5.650
H 0.633 -3.015 -3.834
H -0.250 -1.757 -3.404
H -2.473 -2.399 -4.001
H -1.558 -3.566 -2.949
H -0.038 -5.267 -4.229
H -1.139 -6.301 -5.111
H -1.524 -5.809 -3.459
H -4.160 -3.999 -5.077
H -3.752 -5.078 -3.694
H -3.627 -5.599 -5.244
H -2.489 -4.899 -7.660
C -8.674 0.102 2.325
C -9.006 1.312 1.393
C -10.005 0.734 0.287
C -9.768 2.487 2.023
C -9.740 3.916 1.351
C -8.324 4.215 0.794
C -7.557 3.120 0.018
C -8.230 3.073 -1.331
C -6.011 3.408 -0.279
N -7.655 1.782 0.720
O -7.011 0.793 0.066
H -7.999 0.383 3.133
H -9.549 -0.470 2.636
H -8.088 -0.746 1.972
H -9.612 0.021 -0.438
H -10.924 0.260 0.632
H -10.512 1.563 -0.208
H -10.832 2.317 2.184
H -9.466 2.568 3.067
H -10.507 4.019 0.583
H -10.131 4.543 2.152
H -7.786 4.404 1.723
H -8.137 5.196 0.357
H -7.909 2.241 -1.958
H -8.067 4.057 -1.772
H -9.283 2.861 -1.143
H -5.814 4.477 -0.364
H -5.711 2.993 -1.242
H -5.357 3.148 0.553
H -6.253 0.762 0.654
C 6.683 -0.499 -7.076
C 5.327 -1.113 -6.752
C 4.128 -0.361 -7.509
C 5.116 -2.601 -7.019
C 5.630 -3.591 -5.944
C 5.020 -3.266 -4.525
C 5.445 -1.811 -4.108
C 4.529 -1.468 -2.906
C 6.945 -1.690 -3.664
N 5.181 -0.840 -5.222
O 5.292 0.408 -4.876
H 6.823 -0.782 -8.120
H 6.624 0.579 -6.929
H 7.442 -0.972 -6.452
H 3.254 -0.529 -6.880
H 4.255 0.721 -7.525
H 3.850 -0.821 -8.457
H 4.115 -2.874 -7.353
H 5.763 -2.700 -7.891
H 5.405 -4.637 -6.151
H 6.715 -3.602 -6.051
H 5.363 -4.028 -3.826
H 3.965 -3.470 -4.706
H 4.500 -2.213 -2.111
H 3.502 -1.316 -3.238
H 4.769 -0.540 -2.388
H 7.631 -2.082 -4.415
H 7.144 -2.298 -2.781
H 7.250 -0.718 -3.277
H 4.390 0.642 -4.643
C 8.245 -1.859 5.294
C 7.787 -2.728 4.104
C 8.784 -3.650 3.640
C 6.697 -3.716 4.585
C 5.842 -4.434 3.474
C 5.226 -3.348 2.609
C 6.264 -2.404 1.919
C 7.086 -3.216 0.774
C 5.532 -1.204 1.228
N 7.049 -1.919 3.069
O 8.028 -1.017 2.570
H 8.791 -2.543 5.943
H 8.815 -0.933 5.207
H 7.407 -1.620 5.949
H 9.074 -4.457 4.314
H 8.533 -4.334 2.830
H 9.697 -3.147 3.322
H 7.170 -4.462 5.223
H 5.987 -3.172 5.207
H 6.388 -5.209 2.936
H 4.950 -4.937 3.847
H 4.458 -2.720 3.060
H 4.648 -3.805 1.807
H 8.040 -2.737 0.553
H 6.661 -3.103 -0.223
H 7.199 -4.261 1.065
H 4.827 -0.695 1.885
H 5.070 -1.474 0.278
H 6.215 -0.394 0.973
H 7.607 -0.157 2.496
C -0.154 0.629 5.836
C -1.207 -0.005 6.731
C -0.662 -1.284 7.325
C -1.262 0.939 7.904
C -2.429 0.407 8.844
C -3.805 0.362 8.019
C -3.712 -0.460 6.749
C -3.786 -1.997 6.999
C -4.828 0.013 5.839
N -2.497 -0.082 6.006
O -2.420 -0.617 4.684
H -0.572 1.496 5.325
H 0.819 0.890 6.253
H 0.120 -0.144 5.118
H -1.325 -1.734 8.064
H -0.557 -2.014 6.522
H 0.282 -1.108 7.841
H -0.335 0.938 8.478
H -1.486 1.983 7.685
H -2.329 -0.541 9.372
H -2.463 1.173 9.618
H -4.035 1.408 7.815
H -4.625 -0.174 8.497
H -3.514 -2.277 8.017
H -3.363 -2.719 6.300
H -4.827 -2.317 6.974
H -5.072 -0.517 4.918
H -4.780 1.043 5.487
H -5.740 0.177 6.413
H -2.546 -1.563 4.788
```

Summary:
**HOMO level**: -7.46 eV
**Gap between HOMO and LUMO**: 7.8 eV
**SMILES**: CC1(C)CCCC(C)(C)N1O.CC1(C)CCCC(C)(C)N1O.CC1(C)CCCC(C)(C)N1O.CC1(C)CCCC(C)(C)N1O.CC1(C)CCCC(C)(C)N1O.CC1(C)CCCC(C)(C)N1O.CC1(C)CCCC(C)(C)N1O.CC1(C)CCCC(C)(C)N1O
**Relative energy (zero: lowest compared OMol25 entry of this formula, charge and spin)**: 236.9 kcal/mol

=====

# 4
Density functional theory data (ωB97M-V/def2-TZVPD) for a single C6H10O3 molecule.

XYZ file:
```
19
Properties=species:S:1:pos:R:3
O -2.946 -0.314 1.340
C -1.817 -0.347 0.962
C -1.043 -1.451 0.290
C 0.367 -1.199 0.817
C 0.397 0.339 0.966
C 1.105 1.129 -0.139
C 0.324 1.319 -1.427
O 0.363 0.182 -2.294
O -0.990 0.735 1.068
H -1.081 -1.237 -0.783
H -1.464 -2.435 0.467
H 0.478 -1.652 1.803
H 1.159 -1.575 0.172
H 0.850 0.603 1.922
H 1.388 2.107 0.254
H 2.041 0.611 -0.376
H 0.735 2.165 -1.980
H -0.718 1.546 -1.197
H 0.852 -0.526 -1.868
```

Summary:
**HOMO level**: -10.39 eV
**Gap between HOMO and LUMO**: 11.0 eV
**SMILES**: O=C1CC[C@@H](CCO)O1
**Relative energy (zero: lowest compared OMol25 entry of this formula, charge and spin)**: 3.8 kcal/mol

=====

# 5
Density functional theory data (ωB97M-V/def2-TZVPD) for 2 unconnected molecules or ions with the total composition C11H19O2Si at a distorted geometry.

XYZ file:
```
33
Properties=species:S:1:pos:R:3
C -0.876 0.855 0.694
C -0.465 1.143 -0.511
C -3.377 -0.388 -1.260
C -0.864 -0.322 -0.355
C -0.459 0.578 3.251
C 0.460 3.367 -1.185
C 2.325 -1.157 0.308
C 0.934 -2.167 -2.388
C 0.109 -2.934 0.602
C -1.058 1.405 2.098
C 0.182 1.901 -1.575
O -3.877 -1.025 -0.434
O -3.323 0.304 -2.218
Si 0.570 -1.499 -0.509
H -0.153 -0.429 2.970
H -1.097 0.486 4.115
H 0.518 1.120 3.581
H 1.248 3.126 -0.455
H -0.509 3.913 -0.781
H 0.893 3.858 -2.068
H 1.963 -0.528 1.079
H 2.790 -1.947 0.865
H 3.084 -0.473 -0.158
H 1.698 -1.354 -2.728
H 1.399 -3.139 -2.416
H 0.029 -2.130 -3.045
H 0.327 -3.811 0.120
H 0.741 -2.940 1.639
H -1.051 -3.094 0.618
H -0.744 2.449 2.010
H -2.134 1.593 2.199
H 1.139 1.483 -1.585
H -0.422 1.755 -2.476
```

Summary:
**HOMO level**: -1.61 eV
**Charge**: -1
**Gap between HOMO and LUMO**: 5.1 eV
**Relative energy (zero: lowest compared OMol25 entry of this formula, charge and spin)**: 25.1 kcal/mol

=====

# 6
Density functional theory data (ωB97M-V/def2-TZVPD) for a single C5H7N3O2S molecule at a distorted geometry.

XYZ file:
```
18
Properties=species:S:1:pos:R:3
C 1.076 -2.178 1.232
N -0.176 -1.708 0.693
C -0.331 -0.792 -0.031
O 0.843 -0.236 -0.740
N 1.210 1.066 -0.406
O 1.925 1.631 -1.242
C 0.785 1.662 0.622
C 0.324 1.088 1.904
N -0.334 0.538 2.654
S -1.952 -0.072 -0.336
C -2.094 0.639 -1.987
H 1.437 -1.294 1.852
H 1.808 -2.407 0.349
H 1.003 -3.124 1.822
H 0.755 2.777 0.517
H -2.729 0.020 -2.594
H -1.154 0.696 -2.559
H -2.394 1.696 -1.751
```

Summary:
**HOMO level**: -9.35 eV
**Gap between HOMO and LUMO**: 8.9 eV
**SMILES**: C/N=C(\O/[N+]([O-])=C\C#N)SC
**Relative energy (zero: lowest compared OMol25 entry of this formula, charge and spin)**: 165.7 kcal/mol

=====

# 7
Density functional theory data (ωB97M-V/def2-TZVPD) for a molecular structure, C6H11NO at a distorted geometry.

XYZ file:
```
19
Properties=species:S:1:pos:R:3
C 1.859 -1.151 0.162
C 0.627 -0.713 -0.413
C 0.347 0.883 -0.565
C -1.204 0.809 -0.155
C -1.099 0.033 1.178
C -0.723 -1.006 0.203
H 1.921 -0.824 1.204
H 1.923 -2.222 0.037
H 2.633 -0.556 -0.358
H 0.561 -1.076 -1.456
H 0.448 1.173 -1.596
H 0.906 1.414 1.133
H 2.091 1.248 -0.034
H -1.865 1.628 -0.440
H -0.556 0.374 2.032
H -2.142 -0.242 1.437
H -0.967 -1.994 0.421
N 1.250 1.629 0.192
O -1.568 -0.433 -0.773
```

Summary:
**HOMO level**: -8.91 eV
**Gap between HOMO and LUMO**: 9.8 eV
**Relative energy (zero: lowest compared OMol25 entry of this formula, charge and spin)**: 72.4 kcal/mol

=====

# 8
Density functional theory data (ωB97M-V/def2-TZVPD) for a single C14H21BClNO8 molecule at a distorted geometry.

XYZ file:
```
46
Properties=species:S:1:pos:R:3
C 1.017 2.305 0.696
O 1.627 1.721 -0.452
B 1.380 0.381 -0.614
O 0.452 -0.006 -1.529
C 2.089 -0.825 0.172
C 0.977 -1.761 0.669
C 0.008 -1.120 1.657
C -1.354 -0.726 1.077
C -2.015 -1.768 0.203
C -3.398 -1.308 -0.253
C -3.236 -0.446 -1.508
O -4.074 0.725 -1.514
C -3.487 1.747 -0.831
C -4.091 2.076 0.502
O -2.537 2.347 -1.259
C 2.951 -1.655 -0.807
C 3.430 -0.891 -2.013
O 4.252 -0.029 -1.990
Cl 2.671 -1.347 -3.575
O 2.821 -0.453 1.374
C 3.968 0.188 1.202
O 5.047 -0.306 1.003
O 3.841 1.574 1.463
C 4.488 2.316 0.628
N 4.964 3.034 -0.146
H 1.421 1.893 1.610
H -0.059 2.188 0.666
H 1.247 3.357 0.697
H 0.396 0.632 -2.247
H 1.489 -2.568 1.186
H 0.498 -2.198 -0.190
H -0.149 -1.754 2.517
H 0.456 -0.218 2.051
H -2.016 -0.524 1.914
H -1.259 0.201 0.520
H -1.430 -1.853 -0.705
H -2.041 -2.753 0.649
H -3.934 -2.192 -0.561
H -3.926 -0.778 0.523
H -3.517 -1.021 -2.374
H -2.206 -0.133 -1.646
H -4.943 1.451 0.718
H -4.448 3.093 0.477
H -3.332 1.958 1.258
H 2.401 -2.518 -1.140
H 3.824 -2.039 -0.302
```

Summary:
**HOMO level**: -10.66 eV
**Gap between HOMO and LUMO**: 11.1 eV
**SMILES**: COB(O)[C@@](CCCCCCOC(C)=O)(CC(=O)Cl)OC(=O)OC#N

=====

# 9
Density functional theory data (ωB97M-V/def2-TZVPD) for a gas-phase ion, C6H14N2O (charge +2) at a distorted geometry.

XYZ file:
```
23
Properties=species:S:1:pos:R:3
C -0.729 0.869 0.500
C -0.836 -1.538 -0.861
C -2.031 0.054 0.372
C 2.195 -0.055 -1.298
C 2.415 -0.180 1.136
C 1.706 0.438 0.041
N 0.288 0.300 0.123
N -3.295 0.786 0.307
O -1.918 -0.733 -0.756
H -0.712 1.804 1.220
H -0.218 -1.735 -1.760
H -0.861 -2.156 -0.004
H -2.055 -0.646 1.260
H 3.057 0.605 -1.623
H 2.572 -1.082 -1.340
H 1.411 0.027 -2.145
H 2.365 -1.261 1.089
H 2.264 0.198 2.101
H 3.417 -0.048 0.867
H 1.834 1.505 0.075
H -3.328 1.334 -0.609
H -3.459 1.443 1.087
H -4.083 0.072 0.218
```

Summary:
**HOMO level (alpha / beta)**: -18.41 / -18.42 eV
**Charge**: +2
**Gap between HOMO and LUMO (alpha / beta)**: 8.9 / 8.9 eV
**Relative energy (zero: lowest compared OMol25 entry of this formula, charge and spin)**: 21.8 kcal/mol

=====

# 10
Density functional theory data (ωB97M-V/def2-TZVPD) for 2 unconnected molecules or ions with the total composition C3H8N3 at a distorted geometry.

XYZ file:
```
14
Properties=species:S:1:pos:R:3
C -1.417 -0.117 0.391
C 1.920 -0.234 -0.079
C -2.900 -0.437 -0.148
N -0.567 -0.556 -0.388
N 2.398 0.175 1.054
N 2.582 -0.352 -1.192
H -1.473 0.715 1.166
H -3.550 0.503 -0.324
H -2.712 -0.982 -1.017
H -3.349 -1.113 0.508
H 1.820 0.250 1.840
H 3.250 0.554 1.269
H 2.246 -0.762 -2.055
H 3.547 -0.119 -1.061
```

Summary:
**HOMO level (alpha / beta)**: -13.52 / -14.88 eV
**Charge**: +1
**Gap between HOMO and LUMO (alpha / beta)**: 7.7 / 10.1 eV
**Relative energy (zero: lowest compared OMol25 entry of this formula, charge and spin)**: 117.9 kcal/mol

=====

Total energy / a.u.: -323.5876 -738.4201 -3873.8216 -460.3444 -870.3755 -907.4381 -365.1161 -1687.8253 -420.9849 -282.9759